# 1
53
Properties=species:S:1:pos:R:3:forces:R:3 method="wB97M-V/def2-TZVPD" e_homo_ev=-12.88 homo_lumo_gap_ev=2.17 lumo_ev=-10.71 total_charge=+2
C -0.609 -2.743 -2.964 -0.13 0.09 -0.16
C -1.352 -1.533 -3.544 -0.05 -0.51 0.03
C -2.814 -1.467 -3.118 -0.14 -0.10 -0.64
O -3.094 -0.483 -2.073 0.44 -0.01 -0.01
P -2.113 -0.368 -0.842 -0.36 0.41 -0.16
C -2.614 1.247 -0.138 0.24 -0.27 -0.02
C -1.869 1.521 1.146 0.16 0.03 -0.13
C -0.365 1.398 0.953 -0.32 0.49 0.10
C 0.417 1.948 2.125 0.14 -0.87 -0.08
C 1.945 1.818 2.089 -0.28 0.06 -0.60
C 2.576 1.718 0.694 0.51 0.54 0.34
C 3.943 2.406 0.690 -0.32 -0.13 0.12
S 4.654 2.260 -0.961 0.03 0.11 -0.27
C 6.302 1.920 -0.533 -0.02 -0.43 0.72
N 6.733 1.242 0.487 -0.10 0.45 -0.60
N 8.121 1.267 0.392 0.09 0.60 -0.97
C 8.388 1.939 -0.686 -0.23 -0.58 1.00
O 7.276 2.397 -1.323 0.33 -0.19 0.16
B -2.508 -1.744 0.549 0.12 -0.74 0.80
O -1.517 -1.942 1.478 -0.76 0.53 -0.10
N -3.726 -2.464 0.487 0.81 -0.34 0.20
C -4.502 -2.386 1.744 -0.23 -0.05 -0.15
C -3.364 -3.879 0.138 -0.30 0.38 -0.13
H -1.070 -3.098 -2.046 0.11 0.05 0.32
H 0.442 -2.553 -2.796 0.19 0.09 0.13
H -0.665 -3.575 -3.656 -0.04 -0.19 -0.11
H -0.838 -0.597 -3.341 -0.04 0.24 0.10
H -1.365 -1.635 -4.623 0.11 0.13 -0.25
H -3.436 -1.172 -3.950 -0.22 0.31 0.00
H -3.170 -2.443 -2.803 -0.08 -0.12 0.33
H -2.367 1.991 -0.889 -0.08 0.20 -0.15
H -3.692 1.219 0.000 -0.25 0.03 -0.14
H -2.244 0.909 1.962 -0.04 -0.07 0.23
H -2.096 2.576 1.432 -0.11 0.06 0.13
H -0.114 1.934 0.043 0.18 -0.02 -0.22
H -0.095 0.347 0.795 0.08 -0.23 -0.13
H 0.059 1.444 3.021 -0.17 0.27 0.35
H 0.089 3.024 2.203 0.47 -0.14 -0.07
H 2.181 0.919 2.645 0.25 -0.07 0.25
H 2.398 2.663 2.596 0.03 0.07 0.36
H 2.743 0.689 0.402 -0.28 -0.26 -0.16
H 1.976 2.222 -0.057 -0.25 -0.08 -0.22
H 3.829 3.458 0.935 0.01 0.23 0.01
H 4.601 1.963 1.428 0.22 -0.18 -0.05
H 9.354 2.163 -1.089 0.15 0.08 -0.19
H -1.388 -1.195 2.068 0.58 -0.03 0.16
H -5.373 -1.752 1.628 -0.09 0.20 -0.10
H -4.863 -3.373 2.001 -0.07 -0.22 0.01
H -3.916 -2.036 2.592 0.17 0.08 0.07
H -4.260 -4.397 -0.173 -0.10 -0.17 -0.19
H -2.925 -4.378 0.998 0.04 -0.07 0.22
H -2.621 -3.899 -0.656 -0.04 -0.03 -0.25
Mg -1.080 4.513 2.537 -0.36 0.38 0.08

---

# 2
57
Properties=species:S:1:pos:R:3:forces:R:3 method="wB97M-V/def2-TZVPD" e_homo_ev=2.14 relative_energy_kcal_mol=29.99 homo_lumo_gap_ev=4.28 lumo_ev=6.42 total_charge=-3
N 0.434 0.231 -0.806 1.35 -1.08 -1.58
H 0.967 0.781 -0.116 -0.48 0.50 0.46
H 0.591 0.584 -1.761 -0.57 0.36 0.65
H -0.543 -0.079 -0.661 0.30 0.93 0.43
H 1.053 -0.630 -0.820 0.35 -1.21 0.36
N 4.077 -0.289 -0.020 1.29 0.44 0.11
H 3.644 0.516 0.480 -0.59 -0.23 -0.01
H 4.691 -0.005 -0.777 -0.39 0.19 -0.23
H 3.345 -0.947 -0.383 -1.09 -1.24 -0.15
H 4.681 -0.777 0.635 -0.44 -0.28 0.17
C 0.965 1.477 4.645 -0.17 -0.18 -1.83
C 1.696 0.992 3.535 1.31 -0.21 0.47
C 1.569 1.661 2.124 -1.19 0.31 0.35
O 2.167 1.126 1.146 0.29 0.26 0.04
C 0.707 2.762 2.016 1.58 -1.47 -0.39
C 0.063 3.296 3.134 -1.60 1.69 -0.50
C 0.143 2.584 4.490 -0.45 0.74 2.70
O -0.446 3.067 5.510 -0.08 0.11 -1.33
O -0.622 4.340 2.976 0.37 -0.79 0.94
O 2.559 0.106 3.664 -0.01 -0.21 -0.45
H 1.027 0.957 5.588 0.10 0.07 0.12
H 0.615 3.282 1.071 -0.05 0.01 -0.05
O 2.068 -2.052 -0.514 -0.18 1.11 -0.59
C 1.359 -3.198 -0.935 1.53 1.16 1.11
C 1.821 -3.957 -2.198 0.91 -0.98 -0.39
O 3.139 -4.325 -2.364 -0.68 0.53 0.42
H 0.294 -2.900 -1.026 -0.39 -0.37 -0.38
H 1.432 -3.886 -0.074 -0.23 -0.48 -0.10
H 1.404 -3.454 -3.096 -0.03 0.51 -0.12
H 1.204 -4.888 -2.127 -0.59 -0.23 0.02
Cl 1.665 1.442 -3.746 -1.56 0.20 -0.28
O 1.107 0.125 -4.000 0.53 0.43 -0.49
O 0.611 2.185 -3.046 0.64 0.12 -0.15
O 2.819 1.314 -2.908 0.50 0.17 0.18
O 1.998 2.163 -4.968 0.01 -0.62 0.37
C -2.352 -1.239 -2.523 -0.61 2.06 0.34
C -2.766 -1.284 -1.048 2.01 -2.14 -0.23
N -2.286 -0.141 -0.261 -3.60 0.37 0.41
C -3.298 0.942 -0.533 0.85 0.71 0.65
C -2.795 2.307 -0.068 0.27 0.20 -0.46
C -2.486 -0.500 1.174 1.68 -0.90 0.60
C -1.260 -1.313 1.638 0.07 0.95 0.63
H -2.483 -2.152 -3.094 -0.08 -0.10 0.19
H -1.331 -0.866 -2.617 0.19 -0.50 0.03
H -2.931 -0.409 -2.945 -0.10 -0.36 -0.66
H -3.816 -1.556 -0.886 -0.20 0.45 -0.04
H -2.188 -2.145 -0.687 -0.26 -0.03 0.34
H -4.194 0.686 0.044 -0.35 -0.10 -0.38
H -3.509 1.017 -1.598 -0.07 -0.29 -0.01
H -3.384 3.147 -0.448 -0.38 -0.24 -0.02
H -1.815 2.464 -0.525 0.19 0.00 0.42
H -2.758 2.418 1.014 0.31 -0.08 -0.03
H -2.494 0.344 1.866 0.14 0.54 -0.65
H -3.423 -1.010 1.439 -0.25 -0.22 -0.81
H -1.311 -1.422 2.724 -0.04 -0.31 -0.03
H -1.005 -2.261 1.170 -0.34 0.00 -0.18
H -0.417 -0.635 1.495 0.27 -0.26 0.00

---

# 3
65
Properties=species:S:1:pos:R:3:forces:R:3 method="wB97M-V/def2-TZVPD" e_homo_ev="-6.31 / -5.46" homo_lumo_gap_ev="8.66 / 2.97" lumo_ev="2.35 / -2.49" multiplicity=2 total_charge=-1
O 12.536 -25.548 11.171 0.95 1.58 0.22
H 12.003 -25.621 11.966 -0.58 -0.84 1.20
H 12.285 -24.829 10.587 -0.29 1.85 -1.17
H 12.797 -26.319 10.660 0.66 -2.27 -1.52
C 11.472 -25.432 14.553 1.15 0.34 -2.48
O 12.873 -25.236 14.588 -0.75 -1.66 1.11
O 11.254 -26.115 13.296 -0.82 1.10 3.53
C 10.716 -25.908 15.903 -0.08 -0.78 -2.04
F 10.341 -27.177 15.789 -0.53 -0.55 -0.39
F 11.465 -25.844 16.946 2.13 0.20 1.76
F 9.652 -25.169 16.213 -0.57 0.38 -0.88
C 13.483 -24.365 15.534 0.39 0.31 0.22
C 14.811 -24.933 15.957 0.65 -0.52 0.45
H 15.365 -25.361 15.122 0.21 0.35 0.06
H 15.380 -24.226 16.562 0.25 0.66 -0.73
H 14.748 -25.698 16.731 -0.71 -0.60 -0.32
H 12.980 -24.226 16.491 -0.82 0.21 -0.45
H 13.593 -23.430 14.985 0.14 0.33 0.38
H 11.102 -24.423 14.368 -0.92 0.46 -0.12
C 11.590 -22.610 8.628 2.37 -0.60 2.25
O 12.633 -21.868 8.053 -0.10 0.13 -0.34
O 12.153 -23.116 9.846 -2.63 0.65 -2.03
C 10.304 -21.676 8.632 0.18 0.17 1.54
F 9.429 -21.952 9.661 0.97 0.86 -0.77
F 10.599 -20.318 8.690 -0.63 -1.97 -0.11
F 9.603 -21.939 7.530 -0.03 0.59 -0.51
C 12.562 -21.522 6.701 0.99 2.26 -0.34
C 13.877 -20.795 6.414 0.45 -1.02 -0.99
H 13.870 -20.500 5.365 -0.04 0.19 -0.14
H 14.000 -19.891 7.011 -0.03 -0.32 0.20
H 14.717 -21.485 6.498 0.20 0.22 0.40
H 11.928 -20.667 6.464 -1.33 -0.28 0.51
H 12.323 -22.285 5.960 0.18 -0.62 0.39
H 11.372 -23.406 7.915 -0.54 -0.51 0.06
C 12.911 -28.418 9.387 -1.29 2.28 0.54
O 11.849 -28.163 10.334 -1.37 -0.82 1.53
O 13.554 -27.194 9.252 -0.45 -2.73 0.52
C 13.639 -29.629 9.939 1.52 -0.86 -3.55
F 14.030 -29.656 11.118 2.40 2.11 5.27
F 12.982 -30.793 9.928 -1.86 -0.96 -2.00
F 14.773 -29.827 9.131 -0.74 0.07 0.30
C 10.504 -28.734 10.194 0.41 1.50 -1.20
C 9.665 -27.616 9.543 0.88 -0.39 -0.45
H 10.037 -26.706 10.016 -0.76 0.15 0.28
H 9.945 -27.465 8.501 0.02 -0.26 -0.19
H 8.589 -27.786 9.577 0.05 0.28 0.33
H 10.012 -28.922 11.148 0.78 -0.30 0.34
H 10.530 -29.635 9.581 0.04 -0.15 0.16
H 12.358 -28.873 8.565 0.30 0.35 -1.24
C 8.204 -24.992 11.203 -0.13 -1.42 -0.92
O 7.297 -25.171 10.367 0.99 0.73 1.51
N 9.253 -24.191 11.104 1.34 1.86 -1.68
N 8.382 -25.710 12.344 -2.33 -0.60 0.33
H 9.444 -23.724 10.229 0.05 -0.12 0.45
H 9.999 -24.223 11.785 -0.34 0.22 -0.29
H 7.526 -26.217 12.519 0.77 -0.69 0.72
H 9.312 -25.860 12.708 -0.50 -0.53 0.24
C 17.042 -26.390 9.652 6.01 2.11 -1.12
O 18.156 -25.983 9.936 1.63 0.50 0.41
N 16.245 -26.923 10.448 -5.22 -3.88 6.58
N 16.552 -26.431 8.466 -3.05 0.56 -5.90
H 16.537 -27.510 11.216 0.48 0.76 0.05
H 15.361 -27.253 10.088 -0.44 0.01 -0.09
H 15.545 -26.490 8.509 -0.31 -0.43 -0.77
H 16.862 -26.040 7.587 0.69 0.37 0.86

---

# 4
75
Properties=species:S:1:pos:R:3:forces:R:3 method="wB97M-V/def2-TZVPD" e_homo_ev=-4.69 homo_lumo_gap_ev=6.01 lumo_ev=1.32 total_charge=-1
C -6.152 0.508 1.534 -0.27 -0.17 0.13
C -5.958 -0.518 0.356 2.67 -0.38 -0.40
I -7.766 -1.224 -0.672 0.56 0.69 0.85
C -4.697 -0.971 -0.036 -2.63 0.81 0.52
I -4.556 -2.363 -1.727 0.19 0.66 0.91
Ga -2.946 -0.370 0.929 -0.48 -0.10 0.67
C -2.432 -1.659 2.450 0.93 0.40 -0.25
O -2.774 -3.018 2.052 -0.30 2.17 -1.24
O -3.581 -3.645 2.974 -6.89 -0.10 -1.02
P -1.185 -0.282 -0.638 -0.70 1.63 -0.13
O -1.039 1.154 -1.180 0.42 -1.26 0.11
H -5.191 1.029 1.845 -0.97 -0.91 -0.75
H -6.513 -0.046 2.466 0.16 0.77 -1.31
H -6.878 1.332 1.242 0.68 -1.22 0.43
H -3.079 1.130 1.522 0.08 -0.26 -0.24
H -2.824 -1.366 3.469 0.14 -0.56 -1.10
H -1.286 -1.623 2.526 -1.34 -0.13 0.17
H -3.305 -3.504 3.890 -0.19 0.62 -0.81
H 0.030 -0.708 0.009 -0.20 -0.30 -0.50
H -1.489 -1.263 -1.645 0.74 0.15 0.21
C 2.552 3.211 -0.552 0.32 -0.26 -0.53
C 2.116 1.799 -0.219 -0.91 0.08 -0.26
O 2.778 1.490 1.016 0.71 0.81 0.44
S 2.928 2.843 1.885 -0.45 -0.44 -0.70
O 1.865 2.892 2.831 0.62 0.23 -0.02
O 4.297 2.990 2.258 -0.42 -0.05 0.16
O 2.599 3.898 0.702 -0.06 -0.43 0.61
H 3.557 3.224 -0.984 -0.02 -0.02 -0.02
H 1.859 3.705 -1.232 -0.05 0.04 0.25
H 2.392 1.085 -0.993 0.12 -0.02 0.23
H 1.037 1.749 -0.048 -0.02 0.00 -0.23
C 6.603 2.814 -3.274 0.52 0.16 -0.31
C 5.746 3.693 -4.167 -0.10 0.41 0.49
O 4.916 2.783 -4.892 0.25 -0.77 0.20
S 4.599 1.498 -3.961 0.12 0.55 0.00
O 3.328 1.689 -3.353 0.40 -0.40 -0.17
O 4.941 0.321 -4.687 -0.28 0.29 0.22
O 5.738 1.763 -2.841 -0.61 0.08 -0.32
H 7.429 2.367 -3.834 -0.01 0.06 0.01
H 7.000 3.358 -2.417 -0.19 -0.19 0.08
H 6.341 4.298 -4.850 -0.14 -0.21 -0.15
H 5.097 4.344 -3.576 0.09 0.01 0.00
C 5.918 -1.790 -2.352 0.04 0.61 -0.10
C 7.155 -2.219 -3.120 -0.41 -0.23 -0.47
O 8.029 -2.767 -2.132 -0.28 0.08 0.67
S 7.143 -3.461 -0.968 -0.31 0.28 -0.33
O 7.073 -4.860 -1.232 0.04 0.39 0.37
O 7.560 -2.935 0.287 0.06 -0.41 -0.36
O 5.721 -2.801 -1.361 0.71 -0.53 -0.08
H 6.081 -0.838 -1.841 -0.01 -0.02 -0.06
H 5.042 -1.710 -2.995 0.00 -0.19 0.17
H 7.631 -1.388 -3.638 0.14 -0.08 0.21
H 6.920 -3.008 -3.839 -0.03 0.09 -0.02
C 0.277 -6.326 4.955 0.36 -0.30 -0.16
C 1.072 -5.088 4.574 -0.10 0.24 0.45
O 0.527 -4.668 3.325 -0.23 -0.68 -0.15
S -1.057 -5.034 3.286 0.18 0.55 0.30
O -1.797 -3.876 3.644 7.34 -3.07 3.33
O -1.315 -5.776 2.103 0.08 0.37 0.36
O -1.064 -6.054 4.551 0.16 0.41 -0.11
H 0.627 -7.204 4.406 0.05 0.03 0.04
H 0.317 -6.529 6.026 -0.22 0.07 -0.07
H 2.138 -5.292 4.478 -0.10 0.05 -0.24
H 0.920 -4.282 5.297 0.05 -0.08 0.05
C -7.315 4.569 -1.253 0.00 0.31 -0.45
C -8.316 5.433 -0.506 0.41 0.12 0.41
O -9.508 4.649 -0.448 0.14 -0.46 -0.39
S -9.105 3.080 -0.366 0.35 -0.04 -0.10
O -9.146 2.679 0.999 -0.09 -0.03 -0.51
O -9.799 2.385 -1.395 -0.03 0.26 0.50
O -7.556 3.238 -0.801 -0.60 0.15 0.49
H -7.493 4.600 -2.331 0.02 0.05 0.04
H -6.285 4.860 -1.048 -0.05 -0.26 0.10
H -8.504 6.382 -1.007 -0.22 -0.16 -0.03
H -7.986 5.623 0.520 0.06 0.03 -0.07

---

| no. | maximum force (eV/Å) |
| --- | --- |
| 1 | 1.2 |
| 2 | 3.6 |
| 3 | 9.3 |
| 4 | 8.6 |